(1)
A molecular structure, I2O3. Source: the OMol25 dataset; level of theory: the ωB97M-V functional and the def2-TZVPD basis.

For the total energy, the calculation gives -22335.9734 eV. The calculation puts the highest occupied orbital energy at -9.533 eV. The orbital gap comes out at 0.2818 Ha. The multiplicity is 1.

Cartesian coordinates (Å):
I -2.0129 -0.6688 -0.5474
I 1.5779 -0.6144 -1.5569
O -1.1107 0.3727 0.9288
O 0.4240 0.2977 1.0918
O 1.1216 0.6128 0.0837

Cartesian forces, eV/Å:
I 0.5 0.3 0.6
I 0.0 -0.3 0.5
O 0.7 0.4 -0.5
O -2.0 -2.3 1.5
O 0.8 2.0 -2.2

---

(2)
2 unconnected molecules or ions with the total composition C2H3FO2S. Source: the OMol25 dataset; level of theory: the ωB97M-V functional and the def2-TZVPD basis.

For the total energy, the calculation gives -19767.4279 eV. The calculation puts the highest occupied orbital energy at -10.859 eV. The orbital gap comes out at 0.4237 Ha. The multiplicity is 1.

Cartesian coordinates (Å):
S 1.5061 0.5010 -0.0320
F 3.1183 -0.0207 -0.1408
O 0.9070 0.7426 -1.3136
O 0.9627 -0.9718 0.4159
C -1.8601 -0.2174 0.6842
C -1.8110 0.7728 -0.0204
H -1.4766 1.6361 -0.6457
H 0.4274 -1.3605 -0.3104
H -1.7737 -1.0822 1.3627

Cartesian forces, eV/Å:
S 0.5 -1.6 0.6
F -1.6 0.6 -0.4
O 0.8 0.0 -0.2
O 0.3 0.5 -0.3
C 0.2 0.6 -0.2
C 0.8 -0.3 0.2
H -1.0 -1.3 0.9
H 0.3 0.4 0.3
H -0.4 1.0 -0.8

---

(3)
A molecular structure, C29H24BrHgN4O2S4. Source: the OMol25 dataset; level of theory: the ωB97M-V functional and the def2-TZVPD basis.

As for the net charge: -2. The expectation value of S² is 0.757. For the total energy, the calculation gives -158077.9785 eV. The calculation puts the highest occupied orbital energy (alpha / beta) at -1.833 / -1.831 eV. The orbital gap (alpha / beta) comes out at 0.2315 / 0.2284 Ha. The multiplicity is 2.

Cartesian coordinates (Å):
Hg -0.2022 -1.5069 0.2859
Br 2.7320 2.5852 -2.6516
S -0.0939 -4.1004 -0.6948
S -1.8655 -2.2729 2.0757
S -3.0482 -1.4428 -0.8350
S 2.4353 -1.8868 -1.1128
O 1.5888 0.7912 -1.1503
O 0.4373 -0.1062 3.2325
N 0.9717 0.2632 1.0328
N -0.9719 1.9790 -0.0142
N 1.5943 1.7903 2.7233
N -0.5041 -0.9197 -2.3346
C -3.4845 -0.2635 3.0005
C 1.5768 -4.4502 -0.3204
C 3.2138 -6.0123 0.6180
C -1.2412 0.9194 -3.6500
C 0.9404 0.5739 2.3357
C 2.6443 -3.5512 -0.5562
C 1.5374 2.1401 4.1245
C -0.0648 0.8947 -4.3662
C 0.5887 3.7783 -0.0880
C -1.9558 2.8749 -0.1021
C -2.7547 -0.0067 -1.9059
C 2.6804 1.9330 0.6567
C -4.5054 0.6676 2.9223
C 1.4047 1.3415 0.1058
C -0.4351 4.6959 -0.1936
C -1.7478 4.2400 -0.1904
C 1.9189 -5.6900 0.2598
C 0.8737 -0.0846 -4.0822
C 1.6325 -2.0520 -2.7462
C 3.9503 -3.8882 -0.1860
C -1.4251 -0.0204 -2.6381
C -4.6861 0.2586 0.5755
C -3.0369 -0.9815 1.8768
C 4.2476 -5.1029 0.4037
C -5.1328 0.9227 1.7067
C 0.2835 2.4198 0.0166
C -3.6297 -0.6487 0.6422
C 0.6292 -0.9701 -3.0496
C 2.6876 2.1862 1.9570
H 1.8143 -0.1228 -4.6141
H -3.5429 0.0316 -2.6592
H -2.5892 4.9192 -0.2577
H 3.5187 2.0977 -0.0030
H 1.1095 -6.3845 0.4487
H -2.0022 1.6670 -3.8404
H -5.1593 0.4441 -0.3830
H 2.4180 -2.0241 -3.4995
H 2.3910 2.7773 4.3638
H 4.7375 -3.1662 -0.3718
H -0.2177 5.7546 -0.2847
H 5.2656 -5.3400 0.6891
H -2.9655 2.4762 -0.0849
H -2.8259 0.8895 -1.2912
H -4.8148 1.2016 3.8143
H 3.5187 2.6395 2.4878
H -5.9458 1.6362 1.6378
H 0.6223 2.6893 4.3596
H 1.5559 1.2428 4.7431
H 1.6230 4.0868 -0.0985
H 1.1338 -3.0207 -2.7410
H 0.1371 1.6402 -5.1241
H 3.4202 -6.9699 1.0843
H -2.9857 -0.4629 3.9405

Cartesian forces, eV/Å:
Hg 0.3 -0.2 0.3
Br 0.0 0.0 -0.1
S 0.3 0.3 0.2
S -0.3 0.2 -0.1
S 0.2 0.0 0.0
S -0.1 0.1 0.1
O -0.1 0.1 0.0
O 0.0 0.1 -0.1
N 0.0 0.4 -0.5
N -0.1 0.1 0.0
N 0.0 0.0 0.0
N 0.0 -0.1 0.0
C 0.0 0.0 0.0
C 0.0 0.0 -0.1
C 0.0 0.1 0.0
C 0.0 0.0 0.0
C -0.1 -0.2 0.1
C 0.1 -0.1 -0.1
C 0.0 0.0 0.0
C 0.0 0.0 0.0
C 0.0 0.0 0.0
C 0.2 0.0 0.1
C -0.1 -0.1 0.0
C 0.1 0.0 -0.1
C 0.0 0.0 0.0
C -0.1 -0.1 0.2
C -0.1 0.0 0.0
C 0.0 0.0 0.0
C 0.0 0.1 0.0
C 0.1 0.1 0.0
C 0.0 0.0 0.1
C 0.0 0.0 -0.1
C -0.1 -0.1 0.0
C 0.1 0.0 0.0
C 0.0 -0.1 0.1
C 0.0 -0.1 0.0
C 0.1 0.0 0.0
C 0.1 -0.2 -0.1
C -0.1 0.0 0.0
C 0.0 0.0 0.0
C 0.0 0.0 0.0
H 0.0 0.0 0.0
H 0.0 0.1 0.0
H 0.0 0.0 0.0
H -0.1 0.0 0.0
H 0.0 0.0 0.0
H 0.0 0.0 0.0
H 0.0 0.0 0.0
H 0.0 -0.1 0.0
H 0.0 0.0 0.0
H 0.0 0.0 0.0
H 0.0 0.0 0.0
H 0.0 0.0 0.0
H -0.1 0.0 0.0
H 0.1 -0.1 -0.1
H 0.0 0.0 0.0
H 0.0 0.0 0.0
H 0.0 0.0 0.0
H 0.0 0.0 0.0
H 0.0 0.0 0.0
H 0.0 0.0 0.0
H 0.0 0.0 0.0
H 0.0 0.0 0.0
H 0.0 0.0 0.0
H 0.0 0.0 0.0

---

(4)
A single C3H2BrClO molecule. Source: the OMol25 dataset; level of theory: the ωB97M-V functional and the def2-TZVPD basis.

For the total energy, the calculation gives -87754.0422 eV. The SMILES is O=C/C(Br)=C/Cl. The calculation puts the highest occupied orbital energy at -9.969 eV. The orbital gap comes out at 0.3411 Ha. The multiplicity is 1.

Cartesian coordinates (Å):
Br -2.3074 -0.4146 0.0512
Cl -0.8340 2.6154 0.0109
O 0.0024 -2.4174 -0.0321
C 0.4510 -1.3166 -0.0488
C 0.1874 1.2447 0.1059
C -0.3005 -0.0603 0.1731
H 1.5964 -0.9982 -0.2582
H 1.2048 1.3470 -0.0020

Cartesian forces, eV/Å:
Br 2.1 0.6 0.4
Cl 0.6 -0.3 0.2
O 0.3 -0.2 -0.1
C 2.4 1.9 0.1
C -3.6 -3.7 0.0
C -2.2 2.2 -0.8
H -1.8 -1.2 0.3
H 2.2 0.7 -0.1

---

In order of appearance, relative energy (zero: lowest compared OMol25 entry of this formula, charge and spin) = 9.6 58.0 6.9 16.6 kcal per mole.